1.
Computed, not measured: the molecule C18H21BrN2O3S2 at a distorted geometry, with wB97M-V/def2-TZVPD.

ORCA input file:
```
! RIJCOSX wB97M-V def2-TZVPD def2/J DEFGRID3
* xyz 0 1
Br -1.132 0.193 -2.086
S 2.581 2.168 -0.255
S -0.635 -1.047 1.119
O -2.461 3.312 0.844
O -0.528 -1.942 0.010
O 0.491 -0.252 1.501
N -0.360 2.467 0.773
N -1.890 -0.004 0.827
C -2.926 -0.464 -0.003
C 1.207 3.155 -0.973
C -3.690 -1.010 -2.232
C -4.886 -1.469 -1.708
C 3.591 -2.487 -0.024
C -2.726 -0.503 -1.380
C -4.134 -0.927 0.506
C 4.916 -0.206 -0.848
C 3.534 -0.283 -0.980
C -1.163 -2.020 2.555
C 0.264 3.602 0.133
C -5.111 -1.418 -0.342
C 2.875 -1.432 -0.561
C -2.085 1.101 1.739
C 2.764 0.866 -1.543
C 5.629 -1.262 -0.311
C -1.663 2.425 1.067
C 4.967 -2.406 0.102
H 6.703 -1.192 -0.214
H 0.241 1.676 0.989
H -3.134 1.183 2.037
H -3.508 -1.031 -3.295
H 5.430 0.690 -1.165
H -1.376 -1.354 3.380
H -5.643 -1.860 -2.369
H 3.281 1.323 -2.389
H 1.760 0.559 -1.833
H 0.824 4.181 0.877
H -1.458 0.937 2.617
H 0.688 2.525 -1.693
H 5.524 -3.231 0.522
H -0.536 4.228 -0.272
H -0.344 -2.681 2.805
H 3.069 -3.377 0.296
H 1.632 4.022 -1.478
H -2.036 -2.590 2.265
H -4.303 -0.895 1.573
H -6.046 -1.769 0.067
H 1.802 -1.501 -0.651
*
```

Output
Calculated total energy: -119842.7684 eV
HOMO energy: -8.4779 eV
HOMO-LUMO gap: 8.76 eV
Max |F|: 1.09 eV/A
Molar mass: 457.41 g mol⁻¹
SMILES: CS(=O)(=O)N(CC(=O)NCCSCc1ccccc1)c1ccccc1Br

2.
Computed, not measured: a structure of composition C18H21BrN2O3Y at a distorted geometry, with wB97M-V/def2-TZVPD.

ORCA input file:
```
! RIJCOSX wB97M-V def2-TZVPD def2/J DEFGRID3
* xyz -1 1
Y -0.995 -1.136 1.481
Br 0.872 -3.002 1.344
O -1.822 0.540 2.749
O 0.496 1.031 6.876
O 2.682 0.547 2.915
N 0.369 0.343 2.924
N 1.551 0.806 4.886
C 0.414 0.977 5.662
C -1.935 -1.961 -0.793
C -3.375 0.136 5.063
C -1.341 -0.835 -1.440
C -2.563 3.069 4.243
C 2.902 0.383 -0.581
C 2.681 1.670 -0.002
C -1.975 0.341 -0.947
C 1.618 0.570 3.507
C -0.769 0.723 3.502
C 2.156 0.315 -1.799
C -1.961 0.155 5.603
C -2.975 -1.488 0.071
C -0.945 1.138 4.939
C -1.343 2.647 5.023
C 1.451 1.553 -1.952
C -2.941 -0.052 0.020
C 1.736 2.368 -0.816
H -1.452 2.898 6.087
H -1.726 -3.004 -1.017
H -2.491 2.709 3.215
H -3.721 -2.102 0.589
H -0.606 -0.865 -2.256
H -0.465 3.213 4.674
H -4.028 0.843 5.578
H -1.514 -0.842 5.481
H -1.964 0.341 6.683
H 1.415 3.395 -0.671
H -2.620 4.161 4.229
H -3.480 2.681 4.690
H 2.436 0.771 5.388
H 3.487 -0.420 -0.140
H -3.798 -0.863 5.189
H 0.801 1.821 -2.795
H 3.120 2.032 0.921
H -3.376 0.356 3.994
H 2.091 -0.546 -2.467
H -1.825 1.351 -1.339
H -3.664 0.608 0.483
*
```

Output
Calculated total energy: -99219.1426 eV
HOMO energy: -2.4323 eV
HOMO-LUMO gap: 4.05 eV
Max |F|: 2.60 eV/A
Molar mass: 482.19 g mol⁻¹

Repeat the second record exactly.
Computed, not measured: a structure of composition C18H21BrN2O3Y at a distorted geometry, with wB97M-V/def2-TZVPD.

ORCA input file:
```
! RIJCOSX wB97M-V def2-TZVPD def2/J DEFGRID3
* xyz -1 1
Y -0.995 -1.136 1.481
Br 0.872 -3.002 1.344
O -1.822 0.540 2.749
O 0.496 1.031 6.876
O 2.682 0.547 2.915
N 0.369 0.343 2.924
N 1.551 0.806 4.886
C 0.414 0.977 5.662
C -1.935 -1.961 -0.793
C -3.375 0.136 5.063
C -1.341 -0.835 -1.440
C -2.563 3.069 4.243
C 2.902 0.383 -0.581
C 2.681 1.670 -0.002
C -1.975 0.341 -0.947
C 1.618 0.570 3.507
C -0.769 0.723 3.502
C 2.156 0.315 -1.799
C -1.961 0.155 5.603
C -2.975 -1.488 0.071
C -0.945 1.138 4.939
C -1.343 2.647 5.023
C 1.451 1.553 -1.952
C -2.941 -0.052 0.020
C 1.736 2.368 -0.816
H -1.452 2.898 6.087
H -1.726 -3.004 -1.017
H -2.491 2.709 3.215
H -3.721 -2.102 0.589
H -0.606 -0.865 -2.256
H -0.465 3.213 4.674
H -4.028 0.843 5.578
H -1.514 -0.842 5.481
H -1.964 0.341 6.683
H 1.415 3.395 -0.671
H -2.620 4.161 4.229
H -3.480 2.681 4.690
H 2.436 0.771 5.388
H 3.487 -0.420 -0.140
H -3.798 -0.863 5.189
H 0.801 1.821 -2.795
H 3.120 2.032 0.921
H -3.376 0.356 3.994
H 2.091 -0.546 -2.467
H -1.825 1.351 -1.339
H -3.664 0.608 0.483
*
```

Output
Calculated total energy: -99219.1426 eV
HOMO energy: -2.4323 eV
HOMO-LUMO gap: 4.05 eV
Max |F|: 2.60 eV/A
Molar mass: 482.19 g mol⁻¹